This record from the OMol25 dataset describes a cluster of 2 separate species, C10H18FNO4 in total. The level of theory is ωB97M-V with the def2-TZVPD basis set.

orbital gap = 10.407 eV
SMILES string = O=C1N[C@H](CCO)C[C@H]1F.CCOC(C)=O
ΔE to the lowest compared entry with this formula, charge and spin = 1.592 eV
multiplicity = 1
LUMO = 0.5 eV

Cartesian coordinates (Å):
O1 -2.79 2.65 1.68
C1 -2.59 1.45 1.42
N1 -3.39 0.30 1.75
C2 -3.14 -1.01 1.10
C3 -2.58 -2.22 1.99
C4 -1.86 -1.80 3.34
O2 -0.43 -2.00 3.19
C5 -2.07 -0.56 -0.04
C6 -1.39 0.77 0.58
F1 -1.03 1.79 -0.35
H1 -4.21 0.42 2.35
H2 -4.13 -1.30 0.62
H3 -1.85 -2.80 1.32
H4 -3.49 -2.89 2.23
H5 -2.03 -0.72 3.67
H6 -2.25 -2.46 4.19
H7 -0.11 -1.30 2.59
H8 -1.25 -1.33 -0.21
H9 -2.53 -0.27 -1.05
H10 -0.53 0.33 1.21
C7 4.56 1.08 -1.28
C8 4.25 0.54 -2.66
O3 3.10 -0.33 -2.62
C9 1.83 0.10 -2.73
C10 1.54 1.56 -2.58
O4 0.94 -0.71 -2.87
H11 3.75 1.70 -0.90
H12 5.47 1.69 -1.31
H13 4.70 0.27 -0.57
H14 4.12 1.33 -3.40
H15 5.08 -0.08 -3.00
H16 1.36 1.79 -1.53
H17 0.64 1.79 -3.15
H18 2.32 2.21 -2.97

The net atomic charges from Löwdin, expressed in e, are: atom 1 (O): 0.0606, atom 2 (C): -0.3432, atom 3 (N): 0.0543, atom 4 (C): -0.2743, atom 5 (C): -0.1151, atom 6 (C): -0.2334, atom 7 (O): -0.1069, atom 8 (C): -0.0595, atom 9 (C): -0.1650, atom 10 (F): -0.0394, atom 11 (H): 0.1461, atom 12 (H): 0.1421, atom 13 (H): 0.1208, atom 14 (H): 0.1147, atom 15 (H): 0.1153, atom 16 (H): 0.1256, atom 17 (H): 0.0688, atom 18 (H): 0.1173, atom 19 (H): 0.1352, atom 20 (H): 0.1470, atom 21 (C): -0.0673, atom 22 (C): -0.2335, atom 23 (O): -0.0033, atom 24 (C): -0.5272, atom 25 (C): 0.0076, atom 26 (O): 0.0924, atom 27 (H): 0.0678, atom 28 (H): 0.0817, atom 29 (H): 0.0840, atom 30 (H): 0.1128, atom 31 (H): 0.1225, atom 32 (H): 0.0847, atom 33 (H): 0.0953, atom 34 (H): 0.0716


This record from the OMol25 dataset describes a structure of composition C10H18FeN3O5P. The level of theory is ωB97M-V with the def2-TZVPD basis set.

orbital gap (alpha / beta) = 6.125 / 4.682 eV
ΔE to the lowest compared entry with this formula, charge and spin = 0.000 eV
total charge = +3
multiplicity = 6
<S²> = 8.880
LUMO (alpha / beta) = -13.9 / -14.9 eV

Cartesian coordinates (Å):
O1 -3.07 0.94 -4.28
C1 -2.54 0.17 -3.60
Fe1 -1.66 -0.64 -2.27
O2 -0.42 -2.07 -4.79
C2 -1.08 -1.85 -3.83
C3 -3.07 -1.86 -2.31
O3 -4.16 -2.19 -1.99
C4 -1.75 -2.62 -2.67
O4 -1.45 -3.74 -2.30
C5 2.99 0.79 0.37
N1 1.83 -0.05 0.08
C6 2.11 -1.30 -0.62
P1 0.27 0.38 0.42
O5 -0.67 -0.02 -0.67
N2 -0.22 -0.38 1.83
C7 -1.20 -1.45 1.74
C8 0.65 -0.47 3.00
N3 0.20 2.03 0.57
C9 0.75 2.75 1.72
C10 -0.98 2.68 0.00
H1 3.84 0.41 -0.22
H2 3.26 0.75 1.44
H3 2.80 1.83 0.07
H4 2.10 -2.16 0.07
H5 1.38 -1.48 -1.42
H6 3.11 -1.23 -1.07
H7 -0.80 -2.35 1.25
H8 -1.50 -1.72 2.77
H9 -2.09 -1.11 1.19
H10 1.53 -1.09 2.82
H11 0.98 0.52 3.34
H12 0.07 -0.93 3.80
H13 0.58 3.82 1.53
H14 0.24 2.48 2.65
H15 1.83 2.59 1.83
H16 -1.09 2.42 -1.06
H17 -1.90 2.39 0.54
H18 -0.85 3.76 0.10

The net atomic charges from Löwdin, expressed in e, are: atom 1 (O): 0.3242, atom 2 (C): 0.0133, atom 3 (Fe): 0.7367, atom 4 (O): 0.3724, atom 5 (C): -0.0410, atom 6 (C): -0.1271, atom 7 (O): 0.3642, atom 8 (C): -0.3608, atom 9 (O): 0.3122, atom 10 (C): -0.0374, atom 11 (N): -0.2223, atom 12 (C): -0.0268, atom 13 (P): 0.6138, atom 14 (O): -0.3131, atom 15 (N): -0.1803, atom 16 (C): -0.0309, atom 17 (C): -0.0190, atom 18 (N): -0.2297, atom 19 (C): -0.0465, atom 20 (C): -0.0508, atom 21 (H): 0.1166, atom 22 (H): 0.1155, atom 23 (H): 0.1034, atom 24 (H): 0.1184, atom 25 (H): 0.0745, atom 26 (H): 0.1158, atom 27 (H): 0.1204, atom 28 (H): 0.1197, atom 29 (H): 0.0969, atom 30 (H): 0.1221, atom 31 (H): 0.1001, atom 32 (H): 0.1176, atom 33 (H): 0.1172, atom 34 (H): 0.1075, atom 35 (H): 0.0886, atom 36 (H): 0.0813, atom 37 (H): 0.1164, atom 38 (H): 0.1171


This record from the OMol25 dataset describes the ion C10H18IN2 with charge +1. The level of theory is ωB97M-V with the def2-TZVPD basis set.

orbital gap = 8.410 eV
SMILES string = C=C(C)/C(I)=[NH+]\C[C@H](N)C/C=C/C
ΔE to the lowest compared entry with this formula, charge and spin = 4.447 eV
total charge = +1
multiplicity = 1
LUMO = -3.6 eV

Cartesian coordinates (Å):
C1 -2.32 -1.23 4.58
C2 -2.41 -0.84 3.28
C3 -3.11 0.43 2.86
C4 -2.19 -1.45 1.54
I1 -3.94 -2.50 0.90
N1 -1.21 -1.11 0.79
C5 -0.05 -0.20 0.82
C6 0.40 0.12 -0.61
N2 -0.38 -0.81 -1.47
C7 1.89 -0.05 -0.87
C8 2.23 1.00 -1.92
C9 3.03 0.68 -2.96
C10 3.42 1.69 -3.97
H1 -2.01 -2.21 4.97
H2 -2.42 -0.27 5.15
H3 -2.39 1.14 2.38
H4 -3.65 1.02 3.51
H5 -3.70 0.11 2.00
H6 -1.12 -1.48 -0.25
H7 0.69 -0.74 1.39
H8 -0.36 0.60 1.43
H9 0.16 1.25 -0.80
H10 -0.05 -1.42 -2.22
H11 -1.10 -0.36 -2.01
H12 2.61 0.19 0.01
H13 2.01 -1.02 -1.28
H14 1.99 1.98 -1.48
H15 3.44 -0.35 -2.97
H16 2.93 1.48 -4.99
H17 4.44 1.66 -4.27
H18 3.15 2.68 -3.57

The net atomic charges from Löwdin, expressed in e, are: atom 1 (C): 0.0656, atom 2 (C): -0.2573, atom 3 (C): -0.1191, atom 4 (C): -0.5556, atom 5 (I): 0.9474, atom 6 (N): -0.0193, atom 7 (C): -0.0768, atom 8 (C): -0.3310, atom 9 (N): 0.0416, atom 10 (C): -0.1772, atom 11 (C): -0.1372, atom 12 (C): -0.1529, atom 13 (C): -0.1055, atom 14 (H): 0.0768, atom 15 (H): 0.1026, atom 16 (H): 0.0922, atom 17 (H): 0.0632, atom 18 (H): 0.0273, atom 19 (H): 0.1180, atom 20 (H): 0.1399, atom 21 (H): 0.1053, atom 22 (H): 0.1726, atom 23 (H): 0.1325, atom 24 (H): 0.1062, atom 25 (H): 0.1625, atom 26 (H): 0.0961, atom 27 (H): 0.1155, atom 28 (H): 0.1197, atom 29 (H): 0.1081, atom 30 (H): 0.0537, atom 31 (H): 0.0850


This record from the OMol25 dataset describes an isolated molecule of C10H18N2O. The level of theory is ωB97M-V with the def2-TZVPD basis set.

orbital gap = 9.951 eV
SMILES string = C=C(C)[C@H]1CC[C@@](C)(n2[nH]o2)CC1
ΔE to the lowest compared entry with this formula, charge and spin = 7.172 eV
multiplicity = 1
LUMO = 1.0 eV

Cartesian coordinates (Å):
C1 -2.51 1.19 -1.13
C2 -2.16 0.55 -0.01
C3 -2.54 1.16 1.26
C4 -1.45 -0.78 -0.18
C5 -0.44 -0.75 -1.48
C6 1.13 -1.04 -1.15
C7 1.75 -0.27 -0.01
C8 3.14 -0.92 0.15
N1 1.89 1.12 -0.43
N2 1.03 2.10 0.10
O1 2.37 1.96 0.59
C9 0.69 -0.38 1.20
C10 -0.51 -1.33 0.85
H1 -3.02 2.15 -1.07
H2 -2.35 0.74 -2.10
H3 -3.30 1.91 0.98
H4 -1.68 1.54 1.76
H5 -3.01 0.53 2.09
H6 -2.21 -1.48 -0.48
H7 -0.29 0.23 -1.77
H8 -0.79 -1.45 -2.22
H9 1.05 -2.07 -0.93
H10 1.63 -0.84 -2.03
H11 3.81 -0.72 -0.76
H12 2.91 -1.94 0.45
H13 3.75 -0.41 0.89
H14 0.90 2.98 -0.41
H15 0.18 0.62 1.36
H16 1.21 -0.77 2.00
H17 -0.13 -2.25 0.64
H18 -1.05 -1.39 1.83

The net atomic charges from Löwdin, expressed in e, are: atom 1 (C): 0.0356, atom 2 (C): -0.3502, atom 3 (C): -0.0731, atom 4 (C): -0.2369, atom 5 (C): -0.0731, atom 6 (C): -0.1384, atom 7 (C): -0.4747, atom 8 (C): -0.0195, atom 9 (N): -0.0765, atom 10 (N): 0.0357, atom 11 (O): -0.0374, atom 12 (C): -0.0562, atom 13 (C): -0.1676, atom 14 (H): 0.0647, atom 15 (H): 0.0674, atom 16 (H): 0.0830, atom 17 (H): 0.0534, atom 18 (H): 0.1103, atom 19 (H): 0.1335, atom 20 (H): 0.0523, atom 21 (H): 0.1040, atom 22 (H): 0.0934, atom 23 (H): 0.0922, atom 24 (H): 0.1184, atom 25 (H): 0.0894, atom 26 (H): 0.0733, atom 27 (H): 0.1208, atom 28 (H): 0.0987, atom 29 (H): 0.0795, atom 30 (H): 0.0685, atom 31 (H): 0.1296


This record from the OMol25 dataset describes an isolated molecule of C10H18N2O2. The level of theory is ωB97M-V with the def2-TZVPD basis set.

orbital gap = 9.009 eV
SMILES string = COC(=O)N(C)[C@H](C)C#CCN(C)C
ΔE to the lowest compared entry with this formula, charge and spin = 4.613 eV
multiplicity = 1
LUMO = 0.8 eV

Cartesian coordinates (Å):
C1 -1.65 0.82 -2.31
O1 -1.06 -0.23 -1.50
C2 -0.30 -1.16 -2.10
O2 -0.12 -1.22 -3.31
N1 0.33 -2.11 -1.30
C3 1.44 -2.96 -1.80
C4 -0.02 -2.30 0.10
C5 -1.46 -2.61 0.28
C6 0.41 -1.17 0.91
C7 0.73 -0.17 1.54
C8 1.13 1.08 2.24
N2 0.63 2.27 1.49
C9 1.46 3.51 1.58
C10 -0.82 2.46 1.38
H1 -2.20 0.42 -3.19
H2 -2.34 1.39 -1.64
H3 -0.92 1.53 -2.72
H4 1.10 -3.95 -1.98
H5 2.22 -3.01 -1.03
H6 1.88 -2.61 -2.74
H7 0.59 -3.13 0.48
H8 -2.12 -1.80 0.07
H9 -1.74 -3.44 -0.35
H10 -1.59 -2.99 1.33
H11 2.24 1.11 2.30
H12 0.82 1.12 3.29
H13 1.02 4.33 1.03
H14 2.48 3.37 1.22
H15 1.51 3.91 2.61
H16 -1.21 2.96 2.30
H17 -1.09 3.06 0.54
H18 -1.38 1.51 1.27

The net atomic charges from Löwdin, expressed in e, are: atom 1 (C): -0.0375, atom 2 (O): -0.0459, atom 3 (C): -0.5142, atom 4 (O): 0.0727, atom 5 (N): -0.0502, atom 6 (C): -0.0129, atom 7 (C): -0.3933, atom 8 (C): -0.0418, atom 9 (C): 0.0259, atom 10 (C): 0.0247, atom 11 (C): -0.1957, atom 12 (N): -0.2719, atom 13 (C): -0.0892, atom 14 (C): -0.1026, atom 15 (H): 0.1001, atom 16 (H): 0.0944, atom 17 (H): 0.0960, atom 18 (H): 0.0771, atom 19 (H): 0.0888, atom 20 (H): 0.0912, atom 21 (H): 0.1458, atom 22 (H): 0.0727, atom 23 (H): 0.0828, atom 24 (H): 0.1060, atom 25 (H): 0.1217, atom 26 (H): 0.1105, atom 27 (H): 0.0680, atom 28 (H): 0.0726, atom 29 (H): 0.0753, atom 30 (H): 0.0853, atom 31 (H): 0.0636, atom 32 (H): 0.0803


This record from the OMol25 dataset describes a structure of composition C10H18N2O5S. The level of theory is ωB97M-V with the def2-TZVPD basis set.

orbital gap = 8.948 eV
ΔE to the lowest compared entry with this formula, charge and spin = 7.058 eV
multiplicity = 1
LUMO = 0.0 eV

Cartesian coordinates (Å):
C1 1.95 0.15 0.10
C2 0.53 -0.50 0.00
C3 2.60 -0.14 -1.22
C4 4.18 -0.09 -1.21
C5 4.26 1.51 -1.02
C6 -1.71 -0.79 -0.73
C7 -2.27 -1.22 -2.08
C8 -2.61 0.21 0.03
C9 -2.02 0.47 1.44
C10 -4.70 0.20 2.56
H1 2.45 -1.18 1.61
H2 2.12 0.60 2.15
H3 1.62 1.15 0.03
H4 2.27 0.82 -1.88
H5 2.00 -1.17 -1.73
H6 4.50 -0.58 -0.24
H7 4.45 -0.62 -2.27
H8 4.54 0.83 0.94
H9 -0.65 0.99 -1.12
H10 -1.63 -1.74 -0.28
H11 -2.84 1.21 -0.31
H12 -3.63 -0.28 0.29
H13 -1.08 0.96 1.59
H14 -1.73 -0.41 1.90
H15 -4.08 -1.05 2.40
H16 -5.24 0.43 3.74
H17 -5.56 0.29 1.75
H18 -0.53 -1.00 -2.88
N1 2.61 -0.05 1.40
N2 -0.45 -0.09 -0.90
O1 0.41 -1.56 0.53
O2 4.14 2.30 -1.94
O3 4.40 1.77 0.30
O4 -3.51 -1.51 -2.17
O5 -1.40 -1.31 -3.12
S1 -3.40 1.41 2.33

The net atomic charges from Löwdin, expressed in e, are: atom 1 (C): -0.3885, atom 2 (C): -0.4885, atom 3 (C): -0.1853, atom 4 (C): -0.0758, atom 5 (C): -0.5420, atom 6 (C): -0.2435, atom 7 (C): -0.3874, atom 8 (C): -0.2011, atom 9 (C): -0.4630, atom 10 (C): -0.5245, atom 11 (H): 0.1645, atom 12 (H): 0.1472, atom 13 (H): 0.1158, atom 14 (H): 0.1511, atom 15 (H): 0.1832, atom 16 (H): 0.1007, atom 17 (H): 0.1657, atom 18 (H): 0.2142, atom 19 (H): 0.2290, atom 20 (H): 0.1478, atom 21 (H): 0.1024, atom 22 (H): 0.1125, atom 23 (H): 0.0590, atom 24 (H): 0.0451, atom 25 (H): 0.1510, atom 26 (H): 0.1049, atom 27 (H): 0.0382, atom 28 (H): 0.0872, atom 29 (N): 0.0167, atom 30 (N): 0.0760, atom 31 (O): 0.0929, atom 32 (O): 0.0786, atom 33 (O): 0.0056, atom 34 (O): 0.0557, atom 35 (O): 0.1253, atom 36 (S): 0.7291


This record from the OMol25 dataset describes a structure of composition C10H18N8O4RuSe. The level of theory is ωB97M-V with the def2-TZVPD basis set.

orbital gap (alpha / beta) = 6.527 / 6.539 eV
ΔE to the lowest compared entry with this formula, charge and spin = 0.210 eV
total charge = +2
multiplicity = 1
LUMO (alpha / beta) = -8.9 / -8.9 eV

Cartesian coordinates (Å):
Ru1 -1.30 0.52 -1.48
N1 0.80 0.72 -1.49
C1 1.38 0.94 -0.12
C2 2.67 0.15 0.10
C3 2.50 -1.37 0.32
C4 2.49 -1.81 1.80
N2 1.17 -1.97 2.39
C5 0.44 -3.08 2.40
N3 0.90 -4.22 1.88
N4 -0.78 -3.05 2.94
C6 0.32 0.70 0.94
O1 0.64 0.62 2.11
O2 -0.90 0.63 0.52
H1 1.22 -0.10 -1.91
H2 1.07 1.51 -2.07
H3 1.61 2.01 -0.05
H4 3.17 0.58 0.97
H5 3.33 0.34 -0.75
H6 3.33 -1.88 -0.17
H7 1.59 -1.74 -0.17
H8 2.99 -1.06 2.40
H9 3.06 -2.73 1.94
H10 0.74 -1.11 2.73
H11 1.84 -4.29 1.55
H12 0.38 -5.07 1.97
H13 -1.14 -2.21 3.37
H14 -1.33 -3.89 3.03
N5 -1.89 3.15 -0.34
C7 -2.19 4.43 -0.58
C8 -1.99 4.67 -1.92
C9 -1.55 3.45 -2.44
N6 -1.49 2.53 -1.47
H15 -1.93 2.63 0.52
H16 -2.51 5.09 0.22
H17 -2.12 5.60 -2.45
H18 -1.27 3.21 -3.45
O3 -3.86 -0.55 -2.89
N7 -4.13 -0.15 -1.76
O4 -3.24 0.32 -1.00
Se1 -1.85 -0.15 -3.62
C10 -1.26 -1.51 -2.50
N8 -0.89 -1.89 -1.46

The net atomic charges from Löwdin, expressed in e, are: atom 1 (Ru): 0.9726, atom 2 (N): -0.0116, atom 3 (C): -0.2358, atom 4 (C): -0.1273, atom 5 (C): -0.1420, atom 6 (C): -0.1325, atom 7 (N): 0.0929, atom 8 (C): -0.4240, atom 9 (N): 0.2224, atom 10 (N): 0.2152, atom 11 (C): -0.5799, atom 12 (O): 0.0764, atom 13 (O): -0.1571, atom 14 (H): 0.1018, atom 15 (H): 0.1149, atom 16 (H): 0.1670, atom 17 (H): 0.1298, atom 18 (H): 0.1269, atom 19 (H): 0.1195, atom 20 (H): 0.0962, atom 21 (H): 0.1351, atom 22 (H): 0.1212, atom 23 (H): 0.1194, atom 24 (H): 0.1167, atom 25 (H): 0.1347, atom 26 (H): 0.1356, atom 27 (H): 0.1316, atom 28 (N): 0.0378, atom 29 (C): -0.0302, atom 30 (C): -0.0160, atom 31 (C): -0.1085, atom 32 (N): -0.1503, atom 33 (H): 0.1575, atom 34 (H): 0.1424, atom 35 (H): 0.1196, atom 36 (H): 0.1150, atom 37 (O): -0.1873, atom 38 (N): -0.0667, atom 39 (O): -0.1797, atom 40 (Se): 1.1417, atom 41 (C): -0.6052, atom 42 (N): 0.1102


This record from the OMol25 dataset describes the ion C10H18NO2 with charge +1. The level of theory is ωB97M-V with the def2-TZVPD basis set.

orbital gap = 7.856 eV
SMILES string = CCC[N@@H+]1CC=CC(OC)=C1OC
ΔE to the lowest compared entry with this formula, charge and spin = 3.066 eV
total charge = +1
multiplicity = 1
LUMO = -3.3 eV

Cartesian coordinates (Å):
C1 3.38 0.18 -1.43
C2 2.79 -0.32 -0.13
C3 1.37 0.31 -0.20
N1 0.50 0.25 1.07
C4 0.48 -1.09 1.66
C5 -0.32 -2.10 0.75
C6 -1.26 -1.62 -0.04
C7 -1.75 -0.31 -0.10
O1 -2.85 0.14 -0.63
C8 -3.97 -0.71 -0.97
C9 -0.85 0.69 0.66
O2 -0.86 2.04 0.71
C10 -2.02 2.75 0.37
H1 3.08 -0.34 -2.31
H2 3.35 1.31 -1.43
H3 4.53 0.11 -1.25
H4 3.41 -0.03 0.70
H5 2.80 -1.43 -0.09
H6 1.49 1.33 -0.45
H7 0.89 -0.22 -0.95
H8 0.74 0.94 1.74
H9 0.15 -0.97 2.66
H10 1.52 -1.55 1.63
H11 -0.05 -3.13 0.81
H12 -1.72 -2.40 -0.69
H13 -4.17 -1.33 -0.01
H14 -3.80 -1.65 -1.61
H15 -4.82 -0.14 -1.37
H16 -2.02 3.65 0.97
H17 -2.97 2.16 0.51
H18 -1.94 3.03 -0.69

The net atomic charges from Löwdin, expressed in e, are: atom 1 (C): -0.1105, atom 2 (C): -0.2337, atom 3 (C): -0.0811, atom 4 (N): -0.0113, atom 5 (C): -0.0650, atom 6 (C): -0.0140, atom 7 (C): -0.0671, atom 8 (C): -0.2115, atom 9 (O): -0.0803, atom 10 (C): -0.0185, atom 11 (C): -0.1296, atom 12 (O): -0.0592, atom 13 (C): -0.0328, atom 14 (H): 0.0784, atom 15 (H): 0.1009, atom 16 (H): 0.1154, atom 17 (H): 0.1084, atom 18 (H): 0.1179, atom 19 (H): 0.1175, atom 20 (H): 0.1153, atom 21 (H): 0.1771, atom 22 (H): 0.1279, atom 23 (H): 0.1427, atom 24 (H): 0.1112, atom 25 (H): 0.1439, atom 26 (H): 0.1226, atom 27 (H): 0.1082, atom 28 (H): 0.1047, atom 29 (H): 0.0993, atom 30 (H): 0.1163, atom 31 (H): 0.1070


Values of E_tot, in order: -847.3682 -2536.0392 -798.6193 -576.3291 -651.7326 -1275.5577 -3626.5819 -596.6771, all in a.u..
Values of max |F|, in order: 3.5 9.2 3.8 5.7 3.3 5.3 1.6 7.9, all in eV/Å.